{"formula": "C45H52AsN6O4P2PbSSe2", "method": "ωB97M-V/def2-TZVPD", "elements": ["C", "H", "H", "H", "H", "C", "C", "H", "C", "O", "C", "O", "H", "H", "C", "C", "S", "H", "H", "H", "C", "H", "As", "N", "C", "H", "C", "H", "C", "H", "H", "C", "C", "H", "C", "H", "H", "H", "C", "H", "H", "H", "C", "C", "C", "H", "H", "C", "C", "H", "C", "Pb", "N", "C", "C", "C", "C", "N", "C", "C", "H", "H", "H", "C", "H", "P", "C", "H", "H", "P", "O", "H", "H", "C", "H", "H", "H", "N", "C", "C", "H", "C", "C", "O", "C", "C", "H", "N", "H", "C", "C", "H", "Se", "H", "H", "H", "Se", "H", "C", "H", "H", "H", "C", "C", "H", "H", "N", "H", "H", "H", "C", "C", "C", "C"], "coordinates": [[-26.350342, 12.595782, 1.125390], [-23.498081, 11.923524, 4.857573], [-24.569191, 12.091956, -1.703567], [-24.660731, 13.823033, 4.999674], [-19.554470, 14.199806, 5.380260], [-15.837412, 5.417399, 4.165626], [-15.651887, 10.156500, 5.087925], [-23.689442, 7.424242, 4.119619], [-19.076991, 7.462200, 9.171039], [-27.299987, 9.797878, 3.039622], [-31.754959, 10.292956, 0.676533], [-26.568834, 8.439224, 6.365819], [-19.302752, 7.208182, 3.880253], [-28.965723, 6.376874, 6.619012], [-20.416521, 9.574038, 5.650947], [-19.646144, 12.385515, 6.486999], [-28.105854, 10.938135, 2.458914], [-19.594498, 6.916261, 11.185022], [-27.936894, 9.855333, -0.175794], [-14.953172, 4.852180, 4.299379], [-15.645489, 9.287569, 3.968112], [-26.824416, 6.419299, 8.914971], [-27.713542, 8.320719, 7.547594], [-26.807850, 7.302706, 2.759742], [-19.250218, 13.868098, 8.720367], [-19.681232, 10.647307, 7.675085], [-30.585609, 10.886735, 1.179503], [-25.135348, 6.044747, 2.867333], [-18.018935, 10.682631, 4.499919], [-29.705551, 7.989525, 6.206348], [-25.972412, 7.831523, 9.354930], [-29.779492, 8.786540, 1.992276], [-29.279545, 7.360249, 7.017462], [-32.567513, 10.918489, 0.293860], [-28.261878, 10.102064, 7.977418], [-14.634744, 10.341417, 5.550267], [-23.886322, 9.626441, 3.612966], [-24.897742, 7.376782, 1.717853], [-19.536497, 11.764635, 7.740658], [-30.488137, 11.977241, 1.090084], [-18.836310, 9.890693, 2.744588], [-25.150597, 7.366930, 4.953109], [-26.982882, 7.493319, 9.104442], [-25.372350, 12.801532, 0.154959], [-29.537562, 10.103645, 1.669645], [-30.006773, 7.226328, 7.793111], [-15.689179, 6.450559, 6.109863], [-17.586883, 6.385170, 10.729875], [-19.439774, 13.753997, 6.324127], [-27.447978, 10.533812, 8.564969], [-16.287547, 6.243131, 5.178565], [-24.626923, 9.990011, 6.502105], [-21.977906, 8.076898, 6.175671], [-27.176064, 10.637573, -0.119675], [-24.712529, 7.776480, 4.027248], [-17.899954, 5.890343, 2.953843], [-25.271285, 7.115680, 2.724075], [-20.885970, 7.474557, 6.475326], [-16.834596, 10.874956, 5.384461], [-26.204710, 10.828966, -1.102577], [-16.612623, 8.517356, 2.292284], [-19.994998, 8.054482, 8.925243], [-18.914969, 15.612733, 7.536601], [-16.707043, 9.258443, 3.089877], [-27.170052, 6.801205, 1.954256], [-18.203873, 7.850821, 6.502534], [-24.807067, 13.087835, 5.769359], [-29.202561, 10.035761, 8.570223], [-28.182749, 10.756044, 7.072821], [-19.747091, 11.185982, 5.011336], [-26.310416, 11.238458, 5.654197], [-29.155512, 8.207321, 2.605344], [-24.558529, 13.527867, 0.251699], [-25.316201, 11.939477, -0.953217], [-26.395091, 13.227914, 2.063367], [-27.692924, 7.568769, 9.912859], [-17.443482, 5.929888, 11.702479], [-24.685814, 9.219663, 4.104771], [-30.984903, 8.218542, 1.537977], [-19.345775, 12.499680, 8.845847], [-16.079506, 6.757957, 7.796994], [-17.556063, 6.881612, 5.105320], [-19.870486, 8.439509, 6.257584], [-27.031420, 13.263909, 5.113965], [-16.675411, 5.198859, 3.062247], [-19.129670, 14.535459, 7.471283], [-27.290022, 6.980949, 3.627920], [-23.712518, 12.113846, 5.808085], [-16.785810, 11.840851, 5.946258], [-17.942573, 9.914792, 3.376879], [-31.947058, 8.951224, 0.827275], [-25.567602, 9.630539, 3.835165], [-16.685845, 9.486233, 6.958092], [-18.591531, 5.811082, 2.113053], [-16.316016, 4.579035, 2.228486], [-32.886864, 8.469014, 0.671683], [-20.790743, 11.777311, 3.273881], [-31.344650, 7.254708, 1.820672], [-16.539662, 6.274692, 9.751110], [-15.605469, 5.849873, 10.122695], [-19.037655, 14.519638, 9.536798], [-26.046383, 10.161256, -1.946493], [-27.200607, 11.495060, 0.993151], [-18.802235, 6.960350, 10.439978], [-24.944421, 13.584513, 6.750735], [-19.396777, 11.993074, 9.879343], [-21.739999, 9.322577, 5.650566], [-26.895449, 8.363303, 2.712639], [-14.865620, 8.571094, 3.837819], [-22.846423, 12.446387, 6.202281], [-26.201279, 12.492154, 5.476118], [-18.339809, 6.714996, 3.984240], [-18.050787, 7.358228, 8.246908], [-16.795007, 6.802280, 8.538546]], "atomic_forces_ev_per_a": [[0.1220, 0.2002, 1.3922], [0.6294, -0.3316, -1.0775], [0.3643, 0.0806, -0.2630], [0.2330, 0.5771, -0.1100], [0.0953, 0.5166, -1.2380], [-1.5628, 0.1828, 0.0956], [2.1316, -0.3820, -0.2967], [0.3190, 0.0354, -0.1429], [-0.3636, 1.0812, -0.1776], [0.4118, -0.1898, -0.0060], [0.0965, 1.4121, 0.2505], [0.7093, -0.4705, -0.9474], [0.0691, -0.0651, 0.1663], [-0.2657, 0.4830, 0.1701], [-0.5938, -0.5130, 0.7743], [0.6758, -1.1979, -0.9036], [-0.8722, 0.5614, -0.8961], [0.2171, 0.3182, -0.0709], [0.4392, 0.0476, -0.1138], [0.9089, -0.2456, -0.0937], [-1.2789, -0.1329, -0.6773], [-0.3457, 0.2654, -0.1534], [-0.4227, 0.5759, 0.7557], [1.5341, -0.2669, -0.1038], [1.5807, 1.5299, -1.3010], [0.2625, 1.3190, 0.9024], [0.1508, 0.4419, -1.2168], [0.2720, -0.0641, -0.1973], [-0.1033, -0.3018, 1.0427], [0.0800, -0.5567, 0.4203], [-0.4200, 0.5130, 0.0494], [-1.8297, -0.5451, -1.3585], [0.5093, -0.0407, -1.5145], [0.4679, -0.1308, 0.0385], [0.2967, 0.3790, 0.0560], [-1.5108, 0.1829, -0.3354], [-0.4359, -0.1369, -0.0174], [-0.1951, 0.4394, 0.7419], [-0.6939, -2.3922, -2.6733], [0.1143, -0.4917, 0.0888], [0.4388, -0.3133, 0.0128], [-0.5767, 0.0543, -0.7062], [0.5491, -1.1187, -0.1853], [0.2583, -0.6387, -0.7615], [-0.2890, 1.1675, 1.2116], [-0.2438, 0.0325, 0.5291], [-0.3859, -0.5781, -1.4731], [1.0664, -0.7503, -0.7898], [0.3541, 0.3795, 1.5643], [-0.1796, -0.1863, 0.5493], [-0.1532, 0.9642, 1.5132], [-0.4448, -0.7413, 0.0014], [0.0042, 1.3241, -1.2148], [0.2843, 0.1609, -0.0643], [1.0896, -0.8744, -0.6567], [0.2640, -0.2381, 0.1095], [-1.1754, -0.7193, 2.0698], [1.8750, 1.6940, 0.3616], [-1.3420, 1.5540, 0.0621], [0.6129, 1.3527, 0.6287], [-0.2659, 0.5656, -0.0876], [0.7653, -1.1027, 0.2835], [-0.2435, -0.6395, -0.6957], [0.8240, -1.0848, 0.6184], [-0.5320, 0.3168, -0.0331], [-0.6752, 0.6766, 0.2053], [-0.5031, 0.5393, 0.9353], [0.6096, 0.6074, -0.6655], [-0.9384, -0.8101, 0.4510], [-0.3767, 0.5594, 0.2770], [-0.1325, -1.7111, 0.4086], [0.8772, -0.4653, 0.6114], [-0.7047, 0.0641, 0.0732], [-1.0337, -0.8676, 0.6673], [0.0125, -0.7711, -1.2102], [-0.0069, 0.2066, 0.4417], [0.0861, 0.1568, 0.0021], [0.6314, 0.3415, 0.6169], [-0.2049, 0.7751, -0.1186], [-0.6568, -0.4278, 3.4275], [1.4131, -0.1058, -1.2600], [0.8015, -0.5068, 1.0416], [0.6811, -1.4828, -0.5661], [-1.6243, 0.8859, -0.6265], [-0.2137, 0.6857, -0.7179], [-1.2276, -1.6497, 0.6436], [0.8576, 0.2103, -0.6852], [-0.5815, 0.1672, 0.0494], [-0.0601, -0.8934, -0.4717], [0.2681, 1.0332, 0.4054], [0.9894, -0.7478, 1.3552], [-0.3729, 0.5242, -0.2084], [-0.4870, -0.0268, 0.1591], [0.5853, -0.3214, 0.0023], [-0.3429, 0.1396, 0.5225], [-0.4227, -0.0833, -0.5996], [-0.0165, 0.1136, 0.4437], [0.5305, -0.7960, 0.2622], [-1.0602, 0.1373, 3.1830], [-0.1433, 0.0774, -0.6957], [-0.1916, -0.0307, 0.9202], [-0.4041, 0.1415, 0.1319], [-0.0786, -0.4562, -0.0639], [-0.7929, -0.1800, 0.1011], [0.4030, -0.1051, -0.5215], [0.2887, 1.0116, -1.7194], [-0.5905, -0.0136, 0.2108], [-1.2446, 0.0592, -0.3002], [0.7043, 0.0503, -0.1883], [0.1046, 0.3028, 0.3135], [2.1166, 0.3761, 0.2467], [-0.4481, -0.1400, -0.3179], [0.3594, -0.4499, -1.4877], [-1.1341, -0.0682, 0.4091]], "lowdin_charge": [-0.0775, 0.0174, 0.1009, 0.1201, 0.0866, -0.0367, -0.2542, 0.0992, -0.0528, -0.5650, -0.0523, -0.6807, 0.1145, 0.0514, -0.4467, -0.3302, 1.1056, 0.1257, 0.1098, 0.1129, -0.0631, 0.0541, 0.9463, 0.1509, -0.0534, 0.0918, -0.0554, 0.1204, -0.3211, 0.0546, 0.0440, -0.0872, -0.1930, 0.1274, -0.1927, 0.1577, 0.0961, 0.1418, -0.1480, 0.1289, 0.0768, 0.0938, -0.1982, -0.0650, -0.3764, 0.0426, 0.1083, -0.0106, -0.0681, 0.0363, -0.0744, 1.3719, -0.0840, -0.0766, -0.2650, -0.0420, -0.0759, 0.0127, -0.3604, -0.0416, 0.1338, 0.1259, 0.1266, 0.0029, 0.1525, 0.9640, -0.1481, 0.0673, 0.0504, 0.5554, -0.2375, 0.0624, 0.1163, -0.0473, 0.1323, 0.0452, 0.1236, -0.0329, -0.0470, -0.0909, 0.0372, -0.3388, -0.4589, 0.0903, -0.0101, -0.0108, 0.1709, -0.0947, 0.1413, -0.0811, -0.0585, 0.0299, 1.1424, 0.1236, 0.1314, 0.1128, 0.3267, 0.1011, -0.0126, 0.1325, 0.1077, 0.1113, -0.3649, -0.0494, 0.1442, 0.1521, -0.0560, 0.0513, 0.1218, 0.0780, -0.7123, -0.1070, -0.4006, -0.1581], "orbital_gap_ev": 5.987, "charge": 3, "multiplicity": 1, "relative_energy_ev": 0.4588}